46
Properties=species:S:1:pos:R:3 method="wB97M-V/def2-TZVPD" spin_multiplicity=2 energy_ev=-123252.15853 s2=0.768 charge=-1
Mo 0.38881 -0.35303 -1.31224
C 0.80461 -2.65411 1.74444
C 1.58135 -2.71538 0.43252
S 0.44044 -3.27093 -0.86169
C 1.49742 -3.32655 -2.34220
C 0.68457 -2.88724 -3.54737
S 0.31824 -1.11170 -3.60897
C 1.95427 -0.40934 -4.03448
C 2.40822 0.45990 -2.86322
S 1.14557 1.66862 -2.36967
C 0.92398 1.15144 1.53853
C 0.66168 0.04183 2.54051
S -0.38519 -1.29117 1.87889
H 1.49114 -2.62993 2.59174
H 0.19396 -3.55300 1.85644
H 2.47555 -3.33635 0.52299
H 1.83891 -1.70306 0.09041
H 1.86969 -4.34250 -2.49447
H 2.35323 -2.67448 -2.15219
H -0.31861 -3.32609 -3.53269
H 1.15290 -3.19681 -4.48326
H 1.85727 0.17978 -4.94698
H 2.64728 -1.23430 -4.22313
H 3.41426 0.84583 -3.05588
H 2.58548 -0.23314 -2.00108
H 1.84589 1.67911 1.79376
H 1.13201 0.70497 0.54821
H 0.16480 0.41675 3.42945
H 1.62498 -0.38592 2.82469
O -1.98708 0.99878 3.23170
N -2.00415 2.27229 3.27139
C -2.86277 2.88633 4.13465
C -2.95309 4.24923 4.23820
C -2.13928 5.04671 3.44133
C -1.27073 4.42146 2.57430
C -1.20322 3.02828 2.46806
S -0.31625 2.41132 1.09177
H -3.45439 2.18378 4.69979
H -3.65964 4.67265 4.93790
H -2.17913 6.12533 3.50003
H -0.61341 4.99323 1.93519
S -2.81801 -2.78534 -4.87139
Sb -3.95325 -1.48822 -3.37892
S -1.87339 -0.10418 -1.08190
S -2.86772 -2.02561 -1.20108
S -2.59723 0.60076 -2.95404



45
Properties=species:S:1:pos:R:3 method="wB97M-V/def2-TZVPD" spin_multiplicity=6 energy_ev=-58333.43490 s2=8.800 charge=+2
Ir 0.11986 -1.35626 0.88755
N 1.03491 0.73622 1.15252
C -0.09364 1.66927 1.15036
C 0.19081 2.95530 0.47442
C -0.77231 3.84113 0.01599
C -2.13654 3.67522 -0.04415
C -2.92763 2.47222 0.16571
C -4.30289 2.54926 0.03604
C -5.07691 1.39411 0.09308
C -4.43669 0.11042 0.29990
N -3.14781 0.00253 0.44506
C -2.41471 1.12724 0.38154
H 1.64918 0.90707 0.35789
H 1.60096 0.82600 1.99367
H 1.22834 3.26538 0.47077
H -0.40672 4.80660 -0.31351
H -2.71870 4.53738 -0.34281
H -4.76947 3.50916 -0.14538
H -6.15364 1.44407 -0.01378
H -5.02615 -0.79718 0.35998
Cl -0.54095 -0.83958 3.32177
C -1.23953 0.80018 3.46093
C -0.58607 1.90371 2.63242
O -0.48733 2.99844 3.09120
O -1.12427 0.86988 0.46255
H -1.14715 1.08745 4.50442
H -2.29792 0.72297 3.21194
C 4.65338 -1.21054 -3.19435
C 3.57931 -1.86082 -2.36630
C 2.55834 -2.60003 -2.97227
C 1.59377 -3.25274 -2.22903
C 1.64593 -3.17109 -0.84205
C 2.66637 -2.45858 -0.20201
C 3.61505 -1.79513 -0.97881
S 0.34158 -3.86324 0.11883
O 0.69940 -3.46861 1.51477
O 0.06274 -5.21910 -0.15612
O -0.80706 -2.88704 -0.20415
H 4.38557 -1.19061 -4.24848
H 5.59084 -1.76010 -3.09895
H 4.84170 -0.18829 -2.86611
H 2.53225 -2.67438 -4.05229
H 0.81228 -3.82275 -2.71559
H 2.77877 -2.51832 0.87356
H 4.43275 -1.27685 -0.49073



10
Properties=species:S:1:pos:R:3 method="wB97M-V/def2-TZVPD" energy_ev=-30526.55692
Sr 0.08022 0.88584 -1.46919
Sr 2.52682 2.23126 -0.12231
F 1.10862 0.94664 0.10050
F 2.47919 -0.32014 1.29266
F 1.88035 1.75119 -1.83803
Cl -1.62645 -1.03877 0.39270
O -1.83102 -1.70097 -0.83126
O -1.36111 -2.12782 1.25482
O -0.46774 -0.16469 0.28022
O -2.78892 -0.46256 0.93985



10
Properties=species:S:1:pos:R:3 method="wB97M-V/def2-TZVPD" energy_ev=-6890.12087 charge=+1
Rb 0.02010 -1.28523 -0.58485
O -0.65575 0.91237 -2.28075
H -0.65635 1.82440 -1.96115
H -1.49679 0.54459 -2.12060
O -0.13299 -2.09144 2.12249
H -0.09566 -1.50131 2.95477
H -1.06398 -2.27517 2.02584
O 1.38313 1.00412 0.19006
H 0.84586 1.74391 0.30608
H 1.85243 1.12378 -0.65188



58
Properties=species:S:1:pos:R:3 method="wB97M-V/def2-TZVPD" energy_ev=-74172.11276 charge=+1
Sc 0.16050 0.05382 0.25265
O -2.03808 3.29952 -1.41651
C -1.25926 2.48637 -0.75694
O -0.82020 1.42924 -1.18388
C -0.91358 2.94454 0.63072
C -1.25006 4.15050 1.21894
C -0.84247 4.35381 2.53156
C -0.14992 3.35574 3.21546
C 0.12326 2.18207 2.53656
N -0.22873 2.01915 1.27483
C 0.78043 0.91712 3.06820
O 1.25653 0.86598 4.28617
O 0.84397 -0.05658 2.33978
H -2.24355 2.91753 -2.28529
H -1.81393 4.89475 0.67571
H -1.07958 5.28269 3.03169
H 0.13780 3.51103 4.24691
H 1.15072 1.70000 4.75954
C 4.19869 1.61969 -2.05885
Si 3.20016 1.65760 -0.49590
C 2.14943 3.20604 -0.60385
C 4.30368 1.87409 0.99612
N 2.15815 0.26830 -0.33089
C 2.73643 -1.02887 -0.36516
C 4.10773 -1.29882 -0.35166
C 4.61105 -2.58972 -0.44039
C 3.75769 -3.67604 -0.54475
C 2.38536 -3.46011 -0.53217
C 1.93221 -2.16854 -0.42730
O 0.50855 -1.89918 -0.38518
C -0.35795 -2.99837 -0.09425
C -0.33970 -3.51735 1.18251
C -1.20777 -4.56213 1.46297
C -2.05646 -5.04866 0.47586
C -2.04014 -4.49876 -0.79807
C -1.17388 -3.45451 -1.10100
H 4.68015 2.58938 -2.20896
H 3.53696 1.44225 -2.91115
H 4.97818 0.85873 -2.08435
H 2.78750 3.99421 -1.01265
H 1.78868 3.57065 0.35997
H 1.31461 3.10000 -1.29901
H 4.55796 2.92809 1.13403
H 5.24265 1.32406 0.92492
H 3.80163 1.52428 1.90391
H 4.80820 -0.47987 -0.27083
H 5.68230 -2.73820 -0.43178
H 4.14158 -4.68261 -0.62937
H 1.69100 -4.28486 -0.60061
H 0.33145 -3.12246 1.93420
H -1.22499 -4.99186 2.45525
H -2.73629 -5.85870 0.70133
H -2.70382 -4.87723 -1.56343
H -1.14646 -3.00163 -2.08201
F -2.79525 0.81713 1.12656
C -2.07761 -0.34824 0.81883
F -2.50877 -1.23983 1.73714
F -2.65844 -0.75017 -0.37271



10
Properties=species:S:1:pos:R:3 method="wB97M-V/def2-TZVPD" energy_ev=-85078.77943
C 1.15272 0.27149 0.69098
C -1.39304 0.45902 -0.89060
O -1.56135 -0.79325 -1.53327
S -0.55719 0.82957 0.93784
Br -0.35700 1.66195 -2.13579
H 1.41472 0.41185 1.69262
H 1.82517 1.00707 0.03483
H 1.15159 -0.77823 0.51115
H -2.35131 0.76510 -0.66240
H -0.95093 -0.88285 -2.23500



103
Properties=species:S:1:pos:R:3 method="wB97M-V/def2-TZVPD" energy_ev=-69006.99357 charge=-1
C 6.91397 -6.47490 -1.60909
O 6.98318 -5.56626 -2.69318
C 5.70597 -5.31121 -3.26147
C 5.82304 -4.10713 -4.19777
C 5.17106 -2.79635 -3.70848
C 5.10878 -2.59854 -2.19354
C 4.36107 -1.25495 -1.89737
C 3.03878 -1.52985 -1.16288
C 2.15325 -0.28942 -0.95806
C 1.04047 -0.08603 -1.99744
C 1.43711 -0.28543 -3.47524
C 1.22418 -1.69006 -4.05366
C -0.25480 -2.16580 -4.01103
C -0.45942 -3.63461 -3.51958
C -1.61117 -3.85697 -2.51289
N -1.19376 -3.33829 -1.16086
C -2.86070 -3.06347 -2.91436
N -4.09051 -3.92103 -2.86460
H 7.87423 -6.98440 -1.53223
H 6.74869 -5.90983 -0.68581
H 6.12048 -7.21011 -1.76596
H 5.45695 -6.18389 -3.88370
H 4.90798 -5.22597 -2.52159
H 5.32089 -4.38866 -5.12774
H 6.87272 -3.98185 -4.46251
H 4.18150 -2.62847 -4.13798
H 5.78894 -1.97579 -4.08946
H 4.52892 -3.36471 -1.68242
H 6.10754 -2.48407 -1.76902
H 4.19511 -0.76662 -2.85743
H 4.94167 -0.60250 -1.24271
H 2.50368 -2.37423 -1.59810
H 3.34748 -1.86038 -0.16328
H 1.65168 -0.42729 0.00596
H 2.78280 0.59614 -0.83457
H 0.72554 0.96105 -1.91008
H 0.15218 -0.66775 -1.75576
H 0.78852 0.37980 -4.05746
H 2.44968 0.08878 -3.64817
H 1.86873 -2.45397 -3.61563
H 1.51462 -1.62715 -5.10986
H -0.84161 -1.43074 -3.45589
H -0.62171 -2.12246 -5.04004
H 0.45445 -4.01089 -3.04568
H -0.68234 -4.26874 -4.38293
H -0.55856 -2.54871 -1.35089
H -0.60248 -4.02606 -0.71011
H -2.81359 -2.70841 -3.94974
H -3.01826 -2.25783 -2.18636
H -3.84745 -4.72572 -3.42870
H -4.19984 -4.24217 -1.91091
O -4.66582 1.68954 1.62157
P -5.28039 0.43406 2.11178
O -4.97822 0.36040 3.71066
C -5.59046 1.30717 4.58252
C -7.06688 1.02103 4.79410
O -4.22452 -0.69013 1.60675
C -3.27755 -0.43266 0.55715
C -1.91470 -0.13757 1.14156
O -6.51710 -0.60461 2.11783
C -6.72253 -1.53042 1.02177
C -6.30244 -2.91714 1.44452
H -5.44067 2.32047 4.19581
H -5.06235 1.23351 5.53351
H -7.63179 1.17543 3.87221
H -7.47942 1.67842 5.56145
H -7.21637 -0.01558 5.09490
H -3.61849 0.37209 -0.09283
H -3.22272 -1.33561 -0.05403
H -1.96130 0.67483 1.86993
H -1.20943 0.13927 0.35610
H -1.52917 -1.01751 1.65774
H -6.19483 -1.20730 0.12588
H -7.78977 -1.52370 0.79421
H -5.25700 -2.94642 1.74160
H -6.45065 -3.62243 0.62636
H -6.88903 -3.24607 2.30512
O 0.01659 6.44120 4.91935
P 0.26346 6.12819 3.49332
O -0.23066 4.61663 3.23264
C -1.62918 4.30255 3.31141
C -2.40064 4.82057 2.11401
O 1.88743 5.90205 3.48179
C 2.71605 6.37925 4.53904
C 3.06613 5.25289 5.48788
O 0.23818 6.59558 1.94702
C 1.21744 7.50463 1.40624
C 2.20022 6.73712 0.55329
H -2.04461 4.69555 4.24390
H -1.69593 3.21631 3.35027
H -2.42162 5.91421 2.10547
H -3.42850 4.45722 2.13633
H -1.93160 4.49835 1.18508
H 2.24586 7.20905 5.06543
H 3.62748 6.76835 4.07557
H 2.16994 4.75357 5.85460
H 3.63000 5.62761 6.34433
H 3.67053 4.50217 4.97677
H 1.71761 8.06438 2.19631
H 0.67959 8.22353 0.78599
H 2.70856 5.96371 1.12435
H 2.94917 7.41231 0.13632
H 1.68243 6.23792 -0.26666



49
Properties=species:S:1:pos:R:3 method="wB97M-V/def2-TZVPD" spin_multiplicity=2 energy_ev=-46675.36461 s2=0.753 charge=-1
C 4.00593 0.67214 2.14496
N 4.52607 2.04715 2.05067
O 3.82452 3.04219 1.99896
O 5.78886 2.11756 1.99940
H 3.91740 0.47839 3.21394
H 4.69972 0.10332 1.52593
H 2.97474 0.74180 1.79874
C -3.02425 -3.19413 -1.47962
N -2.80874 -2.68556 -2.87528
O -3.52066 -1.80435 -3.28306
O -2.11004 -3.31661 -3.65539
H -3.35562 -2.43044 -0.77601
H -2.07848 -3.67397 -1.22790
H -3.75432 -3.98443 -1.65435
C -3.84687 1.32171 3.52527
N -3.88591 2.76832 3.28854
O -4.28304 3.14353 2.23026
O -3.34286 3.53866 4.12357
H -4.60224 0.85771 2.89107
H -4.10955 1.13837 4.56714
H -2.85541 0.97446 3.23453
C -4.38420 0.94827 -0.96277
N -5.68908 1.51009 -0.57144
O -6.05317 1.28834 0.59675
O -6.30052 2.17571 -1.39650
H -4.12175 0.24288 -0.17434
H -3.63619 1.74047 -0.99433
H -4.48605 0.49799 -1.95019
C -0.02948 -0.87640 0.67912
N -1.12632 -0.14421 -0.04039
O -1.69521 0.71527 0.63406
O -1.48626 -0.58332 -1.14000
H -0.13990 -0.54328 1.71108
H 0.91388 -0.50801 0.27606
H -0.21269 -1.95085 0.68860
C 3.29849 1.54604 -3.46244
N 3.23630 1.23087 -2.00426
O 2.33972 0.49946 -1.66335
O 4.03017 1.80789 -1.29676
H 4.12647 2.24387 -3.58726
H 2.35102 2.01240 -3.73245
H 3.43974 0.56750 -3.92136
C 5.28590 -2.23413 0.18056
N 4.08438 -2.48682 -0.67351
O 3.01906 -2.09287 -0.24166
O 4.23535 -3.08575 -1.75922
H 5.62742 -1.21794 -0.01648
H 6.09904 -2.91322 -0.07585
H 5.11464 -2.24610 1.25695